# 1
The following is a quantum chemistry calculation of a 2-piece molecular cluster, C4H10O2S overall, from the OMol25 dataset.

CARTESIAN COORDINATES (ANGSTROEM)
1 C -0.915 2.176 2.745
2 C -0.298 -1.954 -1.203
3 C 1.606 -0.292 -1.469
4 C 0.774 -1.131 -0.538
5 O -1.023 1.083 0.000
6 O 0.954 -1.137 0.657
7 S -1.236 0.884 1.798
8 H -1.760 2.779 3.026
9 H 0.061 2.620 2.816
10 H -0.908 -2.456 -0.455
11 H -0.920 -1.311 -1.820
12 H 0.170 -2.696 -1.847
13 H 1.760 -0.786 -2.424
14 H 1.062 0.638 -1.636
15 H 2.562 -0.052 -1.008
16 H -1.875 1.312 -0.382
17 H -0.016 0.323 1.741

Cartesian forces, eV/Å:
-0.363 -0.657 -0.499
-0.020 -0.085 0.367
0.173 0.079 0.199
-0.042 -0.012 -0.413
0.165 -0.151 0.463
0.089 -0.107 0.206
0.485 0.970 -0.133
-0.205 -0.016 0.121
0.257 -0.033 -0.082
-0.013 0.013 -0.001
-0.051 0.081 -0.107
0.032 -0.060 -0.105
-0.011 -0.014 -0.099
-0.069 0.038 -0.046
0.001 0.003 0.016
-0.254 0.057 0.060
-0.174 -0.104 0.054

Computed properties:
Molecular weight ... 122.2 g mol⁻¹
Lowest unoccupied orbital energy ... 0.7 eV
HOMO-LUMO gap ... 9.3 eV
Energy ... -19238.04878 eV

Atomic partial charges in e from the Löwdin method, atoms 1 to 6: -0.41 -0.02 -0.02 -0.52 -0.43 0.02

# 2
The following is a quantum chemistry calculation of a 2-piece molecular cluster, C4H10O2S overall, from the OMol25 dataset.

CARTESIAN COORDINATES (ANGSTROEM)
1 O 0.618 1.618 -2.705
2 C -0.398 1.126 -2.333
3 C -0.566 0.441 -0.989
4 C 0.466 0.765 0.037
5 C 0.333 0.012 1.363
6 S 1.353 0.578 2.743
7 H -1.364 1.207 -2.865
8 H -1.557 0.795 -0.660
9 H -0.787 -0.621 -1.165
10 H 0.406 1.830 0.287
11 H 1.478 0.550 -0.302
12 H -0.695 -0.133 1.697
13 H 0.752 -0.994 1.235
14 H 0.800 1.775 2.896
15 O -2.578 -4.175 -1.245
16 H -3.387 -3.985 -0.767
17 H -1.774 -3.936 -0.792

Cartesian forces, eV/Å:
0.687 0.380 -0.627
-0.641 -0.404 1.300
-1.409 0.033 -0.466
0.852 0.193 1.191
-0.041 -1.003 -0.095
0.155 0.017 -0.117
0.127 -0.030 -0.545
0.133 0.038 0.153
0.478 -0.079 0.001
0.135 0.010 -0.347
-0.001 0.302 -0.321
-0.033 0.225 -0.070
-0.294 -0.026 -0.123
-0.151 0.340 0.057
-0.246 -0.480 -1.156
0.432 0.227 0.498
-0.179 0.258 0.667

Computed properties:
Molecular weight ... 122.2 g mol⁻¹
Lowest unoccupied orbital energy ... 0.4 eV
HOMO-LUMO gap ... 9.7 eV
Energy ... -19239.66345 eV

Atomic partial charges in e from the Löwdin method, atoms 1 to 6: 0.08 -0.28 -0.19 -0.28 -0.60 0.70

# 3
The following is a quantum chemistry calculation of a 2-piece molecular cluster, C4H10O2S overall, from the OMol25 dataset.

CARTESIAN COORDINATES (ANGSTROEM)
1 O 2.842 -1.110 0.748
2 C 2.763 0.073 0.590
3 C 1.490 0.900 0.622
4 C 0.185 0.135 0.515
5 C -1.106 0.962 0.358
6 S -2.531 -0.219 0.356
7 H 3.658 0.730 0.549
8 H 1.539 1.661 -0.165
9 H 1.688 1.401 1.581
10 H 0.203 -0.474 -0.386
11 H 0.080 -0.469 1.416
12 H -1.171 1.380 -0.644
13 H -1.218 1.746 1.101
14 H -2.930 -0.030 1.620
15 O -0.416 -0.352 -3.138
16 H -1.247 -0.553 -2.700
17 H 0.284 -0.589 -2.525

Cartesian forces, eV/Å:
-0.016 -0.250 -0.208
-0.365 0.556 0.172
0.378 0.031 -0.448
-0.257 0.457 0.494
0.105 -0.768 -0.214
0.065 0.531 0.203
0.180 -0.245 -0.156
0.249 0.100 0.138
-0.672 0.289 -0.034
0.279 -0.527 0.298
-0.038 -0.409 -0.299
0.228 0.363 0.068
-0.170 -0.023 0.024
0.055 -0.073 -0.019
0.070 0.216 -0.172
-0.023 -0.123 0.115
-0.067 -0.124 0.038

Computed properties:
Molecular weight ... 122.2 g mol⁻¹
Lowest unoccupied orbital energy ... 0.6 eV
HOMO-LUMO gap ... 10.0 eV
Energy ... -19239.70745 eV

Atomic partial charges in e from the Löwdin method, atoms 1 to 6: 0.07 -0.28 -0.17 -0.29 -0.53 0.69

# 4
The following is a quantum chemistry calculation of C4H10O2S as an isolated structure, from the OMol25 dataset.

CARTESIAN COORDINATES (ANGSTROEM)
1 C 1.722 0.485 -0.047
2 C -0.611 0.188 0.877
3 C -0.834 -1.729 0.565
4 C 0.236 0.943 -0.182
5 O 0.274 -2.134 -0.143
6 O 0.079 2.341 0.068
7 S -0.445 0.703 -2.025
8 H 1.954 -0.513 -0.534
9 H 2.348 1.199 -0.561
10 H 1.975 0.419 0.966
11 H -1.602 0.548 0.974
12 H -0.141 0.141 1.848
13 H -1.884 -1.705 0.087
14 H -0.877 -2.446 1.555
15 H 0.219 -1.593 -0.963
16 H -0.654 2.680 -0.480
17 H -1.760 0.475 -2.005

Cartesian forces, eV/Å:
-0.856 -0.348 -3.011
0.256 -3.984 -0.744
-1.029 2.028 2.513
-1.485 -0.815 0.476
-0.759 0.103 -1.323
0.357 -0.237 -0.289
1.563 -0.239 0.520
-0.641 1.183 0.721
0.275 0.397 0.023
0.318 0.033 1.540
-0.946 0.530 -0.059
0.370 0.517 0.128
1.792 -0.521 0.190
0.045 2.374 -2.200
0.361 -0.611 0.268
0.550 -0.363 0.408
-0.171 -0.047 0.838

Computed properties:
Molecular weight ... 122.2 g mol⁻¹
Lowest unoccupied orbital energy ... 0.5 eV
HOMO-LUMO gap ... 9.7 eV
Energy ... -19237.79282 eV

Atomic partial charges in e from the Löwdin method, atoms 1 to 6: -0.05 -0.08 -0.19 -0.75 -0.13 -0.10

# 5
The following is a quantum chemistry calculation of one molecule with the formula C4H10O2S2, from the OMol25 dataset.

CARTESIAN COORDINATES (ANGSTROEM)
1 C -2.094 -1.132 0.384
2 C -0.734 -0.849 -0.277
3 C -0.158 0.261 0.525
4 S -0.946 1.889 0.235
5 C 1.258 0.416 -0.025
6 O 1.235 0.660 -1.387
7 O 2.025 1.343 0.651
8 S 2.235 -1.193 0.420
9 H -2.539 -0.099 0.467
10 H -2.768 -1.649 -0.233
11 H -2.038 -1.447 1.383
12 H -0.035 -1.681 -0.404
13 H -1.045 -0.430 -1.311
14 H -0.213 0.161 1.599
15 H -1.107 1.592 -1.115
16 H 2.119 1.001 -1.559
17 H 1.364 2.006 0.863
18 H 3.441 -0.849 -0.217

Cartesian forces, eV/Å:
0.239 2.579 -0.900
-3.094 0.101 -1.082
1.562 1.145 -1.516
-0.580 -0.390 -1.108
1.875 -1.596 1.303
0.042 -0.079 0.248
-0.161 0.628 -0.066
0.703 0.390 -1.001
0.097 -0.999 -0.047
-0.783 -1.230 -0.516
0.134 -1.066 1.263
-0.405 0.115 0.103
1.046 -0.831 1.376
0.430 -0.496 0.267
0.156 0.671 1.112
0.028 0.112 -0.351
0.060 1.076 0.216
-1.350 -0.129 0.698

Computed properties:
Molecular weight ... 154.3 g mol⁻¹
Lowest unoccupied orbital energy ... 0.6 eV
HOMO-LUMO gap ... 9.6 eV
Energy ... -30074.68520 eV

Atomic partial charges in e from the Löwdin method, atoms 1 to 6: -0.10 -0.30 -0.64 0.83 -0.94 -0.03

# 6
The following is a quantum chemistry calculation of one molecule with the formula C4H10O3, from the OMol25 dataset.

CARTESIAN COORDINATES (ANGSTROEM)
1 C -1.803 0.663 0.340
2 O -0.427 1.033 0.385
3 C 0.232 1.317 -0.941
4 C 0.971 -0.030 0.479
5 O 0.528 -0.747 1.595
6 C 1.312 -1.110 -0.538
7 O 0.161 -1.832 -0.914
8 H -2.176 0.491 1.356
9 H -1.939 -0.233 -0.273
10 H -2.356 1.495 -0.114
11 H -0.325 0.709 -1.665
12 H 0.060 2.384 -1.142
13 H 1.754 0.681 0.710
14 H 0.374 -0.120 2.315
15 H 2.048 -1.778 -0.058
16 H 1.751 -0.675 -1.432
17 H -0.165 -2.248 -0.104

Cartesian forces, eV/Å:
-0.194 -0.108 -0.028
0.124 -0.033 0.046
-0.333 0.305 -0.217
0.251 -0.182 0.158
-0.066 0.206 0.142
0.185 0.140 -0.093
-0.101 -0.156 0.196
0.158 -0.013 -0.127
0.023 0.074 0.079
0.196 -0.075 0.045
0.111 0.131 -0.031
0.045 -0.168 -0.028
-0.140 -0.044 -0.054
0.019 -0.154 -0.067
-0.122 0.101 0.014
-0.107 -0.013 0.158
-0.047 -0.010 -0.192

Computed properties:
Molecular weight ... 106.1 g mol⁻¹
Lowest unoccupied orbital energy ... 0.6 eV
HOMO-LUMO gap ... 7.6 eV
Energy ... -10446.74713 eV

Atomic partial charges in e from the Löwdin method, atoms 1 to 6: -0.07 -0.30 -0.09 -0.22 0.00 -0.23

# 7
The following is a quantum chemistry calculation of a 2-piece molecular cluster, C4H10O3 overall, from the OMol25 dataset.

CARTESIAN COORDINATES (ANGSTROEM)
1 C -0.875 -0.284 1.066
2 C -0.183 0.179 -0.203
3 O -0.757 1.311 -0.888
4 C -0.158 -0.974 -1.268
5 C 0.966 -1.923 -0.813
6 O 1.673 -1.694 0.138
7 H -1.867 0.236 1.114
8 H -1.313 -1.300 1.065
9 H -0.399 -0.165 2.040
10 H 0.853 0.395 0.107
11 H -0.227 1.467 -1.674
12 H 0.096 -0.572 -2.235
13 H -1.131 -1.506 -1.333
14 H 1.316 -2.722 -1.488
15 O 0.713 2.884 1.546
16 H 1.251 2.378 0.934
17 H 0.042 2.289 1.892

Cartesian forces, eV/Å:
-3.099 0.414 0.187
0.672 -0.898 -1.327
-0.452 -0.186 1.260
0.507 -0.496 2.280
0.780 0.623 -0.802
-0.462 -0.228 0.196
0.793 0.263 0.139
0.960 0.033 -0.423
0.418 0.242 -0.392
-0.261 0.047 -0.527
0.049 0.052 0.056
0.147 -0.051 -0.554
0.520 0.377 -0.013
-0.592 -0.308 -0.147
0.123 0.354 0.250
-0.134 -0.135 0.000
0.030 -0.103 -0.182

Computed properties:
Molecular weight ... 106.1 g mol⁻¹
Lowest unoccupied orbital energy ... 0.6 eV
HOMO-LUMO gap ... 10.5 eV
Energy ... -10451.37837 eV

Atomic partial charges in e from the Löwdin method, atoms 1 to 6: -0.06 -0.43 -0.05 -0.09 -0.23 0.05

> Among the records above, which one has the highest lowest unoccupied orbital energy?

number 1

> HOMO-LUMO gap of number 4 (C4H10O2S)?

9.7 eV

> Which of these has the highest HOMO-LUMO gap?

number 7